Record 1
{"formula": "C23H15ClIN10OPPdS2", "method": "ωB97M-V/def2-TZVPD", "orbital_gap_ev": 6.16, "charge": -2, "fmax_ha_per_bohr": 0.03011, "species": ["Pd", "N", "C", "N", "N", "N", "N", "C", "N", "N", "N", "N", "H", "Cl", "C", "C", "C", "I", "C", "O", "C", "N", "C", "C", "C", "C", "H", "H", "H", "H", "S", "P", "S", "C", "C", "C", "C", "C", "C", "C", "C", "C", "C", "C", "C", "H", "H", "H", "H", "H", "H", "H", "H", "H", "H"], "positions_angstrom": [[-1.21761, -1.06192, 1.57280], [-3.81172, -3.09918, 2.56188], [-2.61137, -3.19597, 3.22507], [-2.38869, -4.03456, 4.21705], [-1.09729, -3.79929, 4.56455], [-0.58757, -2.87815, 3.82479], [-1.53890, -2.47145, 2.95565], [-4.05197, -2.27784, 1.48051], [-5.20129, -2.25624, 0.83277], [-4.99758, -1.35172, -0.15395], [-3.80286, -0.86963, -0.09048], [-3.16864, -1.44961, 0.95807], [-4.56129, -3.69216, 2.86629], [5.69670, -1.22478, 3.26082], [3.99461, -0.78844, 3.15772], [3.51099, 0.20276, 3.96150], [2.16209, 0.56441, 3.91375], [1.45605, 2.05471, 5.19308], [1.22005, -0.04294, 3.05817], [-0.00111, 0.23715, 3.02414], [1.78519, -1.07382, 2.18190], [0.92259, -1.65243, 1.31550], [1.32195, -2.64576, 0.57001], [2.63974, -3.12776, 0.60184], [3.54621, -2.52741, 1.42053], [3.14177, -1.46407, 2.25286], [4.17966, 0.70654, 4.64761], [0.58934, -3.06127, -0.10969], [2.92257, -3.95365, -0.03768], [4.57645, -2.85720, 1.44615], [1.59733, -0.56396, -1.83514], [0.16673, 0.75689, -1.54922], [-1.04117, 0.78257, 0.06330], [-0.95737, 0.77195, -3.00265], [-2.31241, 0.48512, -2.87067], [-3.13227, 0.48730, -3.99748], [-2.60628, 0.77748, -5.24712], [-1.24858, 1.05803, -5.38106], [-0.42790, 1.05041, -4.26403], [0.84204, 2.46137, -1.61285], [-0.01698, 3.55336, -1.47746], [0.48635, 4.84486, -1.49949], [1.85279, 5.05758, -1.65517], [2.70782, 3.97507, -1.79219], [2.20251, 2.67758, -1.77129], [-2.71913, 0.25178, -1.89031], [-4.18645, 0.26254, -3.88762], [-3.24900, 0.78091, -6.12041], [-0.83308, 1.28058, -6.35737], [0.63364, 1.25099, -4.36099], [-1.07791, 3.37989, -1.33950], [-0.18482, 5.68791, -1.38719], [2.24828, 6.06683, -1.65607], [3.77274, 4.13653, -1.91095], [2.85504, 1.81814, -1.87029]], "forces_ev_per_a": [[-1.079, -0.075, -1.107], [-0.059, 0.097, -0.017], [-0.291, -0.084, -0.063], [0.162, -0.089, 0.182], [-0.081, 0.080, -0.108], [-0.151, -0.216, 0.090], [0.557, 0.298, -0.135], [-0.039, -0.420, 0.364], [-0.104, 0.119, -0.226], [0.158, -0.009, 0.109], [-0.299, -0.183, 0.097], [0.570, 0.574, -0.177], [0.027, -0.007, -0.002], [-0.060, 0.005, -0.010], [0.062, -0.045, -0.039], [-0.110, 0.080, 0.043], [0.073, 0.015, -0.009], [0.017, -0.009, -0.012], [0.051, 0.081, 0.092], [0.178, 0.069, 0.188], [0.107, -0.060, -0.077], [0.448, 0.048, 0.906], [-0.071, -0.091, -0.208], [-0.114, -0.081, -0.134], [0.120, 0.021, 0.044], [-0.027, 0.029, -0.026], [-0.022, 0.000, -0.002], [0.012, -0.063, 0.010], [-0.015, 0.017, -0.017], [-0.004, -0.012, 0.027], [-0.003, 0.100, -0.109], [-0.032, -0.287, -0.214], [-0.019, 0.049, 0.588], [-0.020, -0.016, -0.097], [0.061, 0.015, -0.031], [0.055, 0.016, 0.016], [0.038, -0.003, 0.029], [-0.002, 0.005, 0.054], [-0.075, -0.004, 0.021], [-0.054, 0.078, 0.054], [0.065, 0.008, -0.037], [0.000, -0.068, -0.017], [-0.011, -0.032, 0.017], [-0.049, -0.046, -0.008], [0.035, 0.099, -0.019], [-0.021, 0.009, -0.068], [0.015, -0.023, 0.019], [0.005, 0.004, 0.001], [0.004, -0.004, 0.005], [-0.012, -0.004, -0.011], [0.014, 0.019, 0.007], [-0.004, -0.006, 0.007], [-0.006, -0.004, -0.020], [0.001, -0.009, 0.017], [-0.002, 0.010, 0.014]]}

Record 2
{"formula": "C2H5NO", "method": "ωB97M-V/def2-TZVPD", "orbital_gap_ev": 10.70, "smiles": "CNC=O", "fmax_ha_per_bohr": 0.06956, "species": ["O", "C", "N", "C", "H", "H", "H", "H", "H"], "positions_angstrom": [[0.96761, 0.06327, -1.65198], [-0.20597, -0.15994, -1.37676], [-0.54851, -0.16826, -0.04932], [0.39222, 0.13714, 1.02010], [-0.93974, -0.29801, -2.14034], [-1.52260, -0.22625, 0.20595], [-0.14566, 0.11924, 1.97092], [1.18768, -0.61088, 1.09362], [0.81498, 1.14367, 0.92780]], "forces_ev_per_a": [[-0.675, -0.307, -0.591], [2.802, 0.953, 2.008], [-1.096, -0.184, -0.480], [-0.070, 0.039, 0.152], [-1.042, -0.307, -0.286], [0.116, -0.074, -0.138], [-0.098, -0.086, -0.180], [-0.038, 0.237, -0.249], [0.101, -0.272, -0.236]]}

Record 3
{"formula": "C39H43As2ClNiSi2", "method": "ωB97M-V/def2-TZVPD", "orbital_gap_ev": [5.20, 6.48], "multiplicity": 3, "fmax_ha_per_bohr": 0.09568, "species": ["C", "C", "C", "H", "C", "C", "H", "H", "H", "H", "Ni", "Si", "C", "C", "H", "C", "H", "C", "H", "C", "H", "C", "H", "C", "C", "H", "C", "H", "C", "H", "C", "H", "C", "H", "H", "Si", "C", "C", "H", "C", "H", "C", "H", "C", "H", "C", "H", "C", "C", "H", "C", "H", "C", "H", "C", "H", "C", "H", "H", "Cl", "C", "As", "C", "C", "C", "C", "C", "C", "C", "As", "C", "C", "H", "H", "H", "H", "H", "H", "H", "H", "H", "H", "H", "H", "H", "H", "H", "H"], "positions_angstrom": [[-2.51908, -0.28469, -0.34467], [-3.53004, -0.06642, -1.30713], [-3.30384, -0.92852, -2.41202], [-4.42826, 0.50316, -1.12255], [-1.98142, -1.55564, -2.18208], [-1.42598, -0.97846, -0.97940], [-0.51246, -1.34720, -0.45604], [-2.65402, -0.11740, 0.74223], [-4.08896, -1.30495, -3.09131], [-1.66055, -2.50701, -2.59762], [-1.72485, 0.13268, -3.35184], [-0.97398, -0.33171, -5.49670], [-0.65292, 1.17434, -6.57453], [0.59819, 1.20809, -7.21033], [1.30271, 0.37506, -7.08558], [0.97429, 2.24252, -8.05655], [1.92554, 2.21780, -8.60502], [0.09152, 3.31263, -8.22500], [0.39974, 4.17764, -8.81179], [-1.15399, 3.31938, -7.57310], [-1.83449, 4.15468, -7.71442], [-1.52558, 2.24605, -6.75896], [-2.49728, 2.25224, -6.26293], [-0.75464, -1.59081, -7.07456], [-1.62626, -1.81538, -8.17761], [-2.67720, -1.50665, -8.11233], [-1.13438, -2.35645, -9.39595], [-1.73774, -2.41154, -10.30192], [0.21240, -2.77030, -9.53721], [0.63132, -3.14394, -10.46669], [1.04280, -2.67867, -8.40423], [2.11106, -2.91391, -8.45949], [0.52329, -2.17213, -7.20064], [1.20168, -2.16044, -6.34155], [-2.12942, -0.79192, -4.56671], [3.62157, 0.73207, -4.34044], [2.44745, -0.76030, -4.43556], [0.98474, -0.84008, -4.41907], [0.57155, 0.04025, -3.83644], [0.46921, -2.16236, -4.13174], [-0.62096, -2.29963, -3.99003], [1.26579, -3.28527, -4.00344], [0.77485, -4.23271, -3.79549], [2.65979, -3.16192, -4.02328], [3.27432, -3.95581, -3.56662], [3.20606, -1.89706, -4.28025], [4.30231, -1.80342, -4.32210], [2.54622, 2.27250, -4.38156], [1.48601, 2.06139, -3.49872], [1.71759, 1.34266, -2.69648], [0.26591, 2.75675, -3.60084], [-0.69664, 2.37231, -3.15785], [0.20188, 3.92944, -4.37590], [-0.71329, 4.54013, -4.51286], [1.37265, 4.32165, -5.03833], [1.40501, 5.28613, -5.53455], [2.55469, 3.54067, -5.00965], [3.46147, 3.89754, -5.51948], [4.40768, 0.59946, -5.53998], [4.45418, 0.68497, -2.39363], [4.18350, 0.53962, 1.10032], [2.44488, -0.26571, 0.46826], [2.40448, -2.03022, 1.41778], [1.26527, 0.71148, 1.76646], [1.65397, 0.67943, 3.10672], [1.03867, 1.55016, 4.02735], [-0.03275, 2.36787, 3.63013], [-0.53405, 2.28944, 2.30311], [0.15392, 1.50433, 1.35783], [-0.18511, 1.65437, -0.59413], [-1.82234, 2.80983, -0.55886], [1.40248, 2.87924, -0.58971], [4.87916, 0.54501, 0.24215], [4.59350, -0.05853, 1.93782], [3.97724, 1.58262, 1.40223], [3.34014, -2.21440, 2.00363], [1.53203, -2.08354, 2.07576], [2.28646, -2.80487, 0.64174], [2.43608, -0.01745, 3.42533], [1.40386, 1.56182, 5.06463], [-0.49519, 3.08269, 4.33460], [-1.42451, 2.87708, 2.01781], [-1.54196, 3.82652, -0.19669], [-2.23018, 2.86586, -1.57789], [-2.56951, 2.34430, 0.09933], [1.28251, 3.65316, 0.17784], [2.27658, 2.24591, -0.37627], [1.53016, 3.36129, -1.57192]], "forces_ev_per_a": [[0.955, -0.121, -0.405], [-0.126, -1.010, 0.308], [0.494, -0.561, 0.414], [-0.102, -0.056, -0.089], [-0.608, 0.613, 0.600], [-2.018, -1.974, 1.142], [-0.868, 0.405, -0.674], [0.600, 0.612, -0.889], [0.690, 0.471, 0.286], [-0.046, 0.464, 0.072], [-0.294, 0.243, 0.725], [3.050, -1.513, -3.551], [-0.270, 0.714, 0.568], [0.468, -0.512, -0.184], [-0.370, 0.290, 0.069], [-0.469, 0.255, -0.050], [-0.404, 0.008, 0.436], [-0.297, 0.157, 0.359], [-0.190, -0.243, -0.024], [0.456, -0.234, -0.276], [0.113, -0.083, 0.030], [0.107, 0.286, -0.238], [0.181, 0.050, -0.123], [-0.391, -1.013, 0.323], [0.586, 0.360, -0.228], [0.456, -0.012, -0.180], [0.691, -0.045, 0.299], [-0.280, -0.018, 0.472], [-0.243, 0.584, 1.425], [-0.316, 0.121, 0.001], [-0.741, 0.224, -0.187], [-0.488, -0.210, 0.062], [0.582, 0.439, -0.042], [-0.221, 0.120, -0.587], [-0.400, 0.439, -0.390], [-1.978, 0.114, 0.465], [0.414, 0.992, -0.636], [-1.162, 0.727, 1.527], [0.512, -1.240, -0.046], [-0.342, -0.811, 0.502], [1.078, 0.054, -0.376], [-0.714, 0.750, 0.244], [0.192, 0.077, -0.009], [0.461, -0.340, 0.639], [-0.199, 0.313, -0.849], [0.322, -0.710, -0.220], [-0.390, -0.092, 0.250], [0.174, 1.444, 0.835], [-0.644, -0.295, -0.146], [-0.958, -0.151, -0.485], [-0.586, 0.280, -0.380], [1.185, 0.519, 0.071], [0.398, -0.572, -0.408], [0.617, -0.687, 0.268], [0.918, -0.027, 0.602], [-0.037, -0.116, -0.064], [-0.675, -0.471, -0.644], [-0.575, -0.211, 0.016], [1.114, 0.086, -0.123], [0.214, 0.041, -1.045], [-0.301, -0.267, -0.100], [-0.356, 0.028, 0.516], [0.601, -0.085, -0.051], [-0.169, 0.163, -0.175], [-0.659, 0.629, 0.146], [-0.079, -0.159, -0.032], [-0.159, -0.176, -0.496], [0.643, -0.182, 0.480], [0.096, -0.475, 0.395], [0.586, 0.552, 0.437], [0.730, 0.701, 0.336], [-0.410, 0.826, -0.440], [-0.257, -0.078, 0.567], [-0.157, 0.495, -0.423], [0.175, -0.559, -0.033], [-0.794, 0.117, -0.490], [0.203, 0.105, -0.059], [0.205, 0.249, 0.370], [-0.174, 0.419, -0.019], [-0.273, 0.101, -0.503], [0.287, -0.610, -0.372], [0.675, -0.329, 0.180], [-0.400, -0.628, -0.264], [0.106, 0.029, 0.363], [0.327, 0.237, -0.266], [0.160, -0.217, -0.072], [-0.310, 0.314, -0.079], [0.077, -0.123, 0.623]]}

Record 4
{"formula": "C24H26F14IN3O2", "method": "ωB97M-V/def2-TZVPD", "orbital_gap_ev": 8.27, "smiles": "ONC[C@](CCCI)(CCC(F)(F)C(F)(F)C(F)(F)C(F)(F)C(F)(F)C(F)(F)F)OCF.c1ccncc1.c1ccncc1", "fmax_ha_per_bohr": 0.10740, "species": ["O", "N", "C", "C", "C", "C", "C", "I", "C", "C", "C", "F", "F", "C", "F", "F", "C", "F", "F", "C", "F", "F", "C", "F", "F", "C", "F", "F", "F", "O", "C", "F", "H", "H", "H", "H", "H", "H", "H", "H", "H", "H", "H", "H", "H", "H", "H", "H", "N", "C", "C", "C", "C", "C", "H", "H", "H", "H", "H", "N", "C", "C", "C", "C", "C", "H", "H", "H", "H", "H"], "positions_angstrom": [[6.50552, 0.05805, 0.53494], [5.55407, 0.19269, -0.43712], [4.64097, 1.30712, 0.11623], [3.02412, 0.90724, -0.03737], [2.90692, -0.60959, 0.65720], [1.62873, -0.76339, 1.67235], [1.11171, -2.35382, 1.64319], [1.64591, -3.48421, 3.44241], [2.76919, 0.69330, -1.64135], [1.25968, 1.05532, -2.16588], [0.24231, -0.22269, -2.30387], [0.35041, -1.23349, -1.22682], [0.64718, -0.93582, -3.57315], [-1.28118, 0.33448, -2.57884], [-2.05241, -0.76379, -3.20748], [-1.13789, 1.39235, -3.64861], [-2.00301, 1.02705, -1.27366], [-1.14495, 0.99324, -0.03045], [-2.13401, 2.49321, -1.61493], [-3.44996, 0.37940, -0.85920], [-4.37357, 0.60943, -2.03060], [-3.37410, -1.10877, -0.60749], [-4.14974, 1.02063, 0.47564], [-3.88756, 0.03767, 1.59273], [-3.58793, 2.31163, 0.93035], [-5.78086, 1.21247, 0.37955], [-6.04503, 2.45681, -0.39336], [-6.51751, 0.02008, -0.10622], [-6.26091, 1.45146, 1.79198], [2.14632, 1.89015, 0.61416], [2.40843, 3.26610, 0.16553], [2.98617, 4.02250, 1.30089], [6.66308, -0.94789, 0.61113], [5.99813, 0.51406, -1.34416], [4.89462, 1.55590, 1.23304], [4.91208, 2.26244, -0.54620], [2.83382, -1.44320, -0.16087], [3.87635, -0.86743, 1.30384], [1.98407, -0.51362, 2.78424], [0.68139, -0.13160, 1.37368], [1.53397, -2.95214, 0.72527], [-0.07578, -2.39584, 1.54912], [3.09072, -0.37975, -2.04634], [3.50347, 1.45271, -2.19788], [1.39068, 1.49378, -3.26871], [0.70349, 1.88663, -1.55885], [1.34325, 3.76026, -0.04976], [3.00479, 3.35491, -0.84116], [-2.62756, -4.42423, -5.00734], [-2.95287, -3.64630, -3.95171], [-3.62826, -4.10803, -2.83332], [-3.99732, -5.44846, -2.79414], [-3.67810, -6.27444, -3.86697], [-2.99745, -5.72157, -4.93980], [-2.64622, -2.60739, -4.03106], [-3.86126, -3.43869, -2.01299], [-4.52905, -5.84634, -1.93471], [-3.95212, -7.32333, -3.86721], [-2.72239, -6.32611, -5.79956], [1.93383, 2.04028, 4.24940], [1.54294, 1.61930, 5.47224], [0.55841, 2.24144, 6.22310], [-0.06226, 3.36686, 5.69141], [0.31990, 3.82581, 4.43505], [1.31195, 3.13429, 3.75862], [2.05909, 0.73943, 5.84518], [0.28261, 1.85811, 7.19893], [-0.83749, 3.88196, 6.25117], [-0.14409, 4.70032, 3.99321], [1.64253, 3.45104, 2.77339]], "forces_ev_per_a": [[2.324, -2.951, 1.051], [-2.585, 1.744, -1.033], [-0.405, 1.224, -1.045], [2.319, -2.236, -0.363], [-0.393, 0.041, 1.110], [-0.039, -1.108, 0.427], [-1.072, 0.823, -1.453], [-0.179, 0.481, -0.761], [0.066, 0.912, -0.780], [-0.042, -0.079, -0.805], [1.815, -0.705, -1.310], [-0.744, 3.055, -3.115], [-1.378, 1.712, 3.650], [0.387, -0.739, -2.783], [1.884, 3.694, 2.364], [-0.576, -3.364, 3.399], [0.758, 2.266, 1.175], [-2.625, -0.138, -4.142], [0.027, -4.826, 1.403], [-1.514, -1.407, -1.344], [2.962, -0.797, 3.760], [0.027, 5.084, -1.210], [0.708, -0.279, 3.156], [-0.880, 3.263, -3.541], [-1.708, -4.194, -1.843], [-2.137, 0.905, 1.465], [0.583, -4.709, 2.483], [2.778, 4.557, 1.421], [1.560, -0.760, -5.062], [1.863, 1.253, -2.066], [-1.967, 0.102, 0.321], [-0.649, -1.569, -2.868], [-0.376, 2.328, -0.086], [-0.424, -0.187, 1.667], [-0.468, -0.751, -2.227], [-0.913, -1.681, 1.581], [0.129, 1.856, 1.423], [-2.055, 0.792, -1.530], [-1.033, -0.282, -2.595], [2.180, -1.056, 0.589], [-0.700, 1.229, 1.925], [2.686, 0.055, 0.404], [-0.772, 2.352, 1.210], [-1.701, -1.524, 1.024], [-0.604, -1.225, 2.395], [1.246, -1.659, -0.858], [2.336, -0.988, 0.836], [-0.528, -0.214, 2.461], [-0.516, -0.407, 0.804], [0.287, -0.384, -0.812], [-0.067, -0.288, -0.014], [0.000, -0.006, 0.006], [-0.054, 0.188, 0.211], [0.309, 0.877, -0.148], [-0.087, -0.272, -0.009], [0.028, -0.034, -0.084], [0.060, 0.043, -0.096], [0.036, 0.093, -0.018], [-0.042, 0.016, 0.082], [-0.728, 0.414, 0.571], [0.344, 0.219, -0.849], [-0.108, 0.216, -0.114], [-0.018, 0.025, -0.007], [-0.072, -0.175, 0.343], [0.446, -0.693, 0.050], [-0.062, 0.045, 0.014], [0.039, 0.018, -0.090], [0.084, -0.062, -0.053], [0.056, -0.077, 0.018], [-0.105, -0.058, 0.315]]}